# 1
Entry from OMol25: a single C5H7NO molecule (ωB97M-V/def2-TZVPD).

The value obtained for the HOMO-LUMO gap is 10.67 eV. The SMILES is C#CCCNC=O. The calculation puts the largest force on an atom at 0.665 eV Å⁻¹. The lowest unoccupied orbital energy comes out at 0.88 eV. The value obtained for the HOMO energy is -9.798 eV.

Each line ends with the Löwdin charge.
Atoms and positions in Å:
1 O 0.4170 -2.8487 -0.1428  0.025
2 C 0.7622 -1.8887 0.5120  -0.363
3 N -0.0461 -0.8366 0.8714  0.005
4 C 0.5227 0.5010 0.9277  -0.189
5 C -0.0040 1.4660 -0.1844  -0.175
6 C -0.8482 0.8096 -1.1900  -0.152
7 C -1.5935 0.2128 -1.9262  0.119
8 H 1.7971 -1.7653 0.9001  0.133
9 H -0.9705 -0.9016 0.4542  0.119
10 H 1.6074 0.3943 0.8143  0.109
11 H 0.3478 0.9673 1.9039  0.110
12 H -0.5883 2.2686 0.2780  0.112
13 H 0.8525 1.9590 -0.6573  0.112
14 H -2.2562 -0.3377 -2.5610  0.035

# 2
Entry from OMol25: a molecular structure, C5H7NO at a distorted geometry (ωB97M-V/def2-TZVPD).

The value obtained for the HOMO-LUMO gap is 8.94 eV. The calculation puts the largest force on an atom at 3.908 eV Å⁻¹. The lowest unoccupied orbital energy comes out at 0.94 eV. The value obtained for the HOMO energy is -8.000 eV.

Each line ends with the Löwdin charge.
Atoms and positions in Å:
1 C -0.0255 0.8323 -1.4634  -0.172
2 C -0.7439 1.0287 -0.3680  -0.083
3 C 0.6118 -0.3766 0.0467  -0.223
4 C -1.9272 1.6787 0.1127  -0.107
5 C 2.0208 -2.1510 0.8812  -0.006
6 N 0.9561 -0.0963 -1.1459  0.043
7 O 0.8009 -1.2765 0.9804  -0.037
8 H -0.0633 1.2906 -2.4306  0.099
9 H -1.7577 2.6966 0.1197  0.046
10 H -2.1202 1.2915 1.1540  0.105
11 H -2.8531 1.6027 -0.4684  0.084
12 H 2.8931 -1.8759 1.6391  0.131
13 H 2.4125 -2.0744 -0.0676  0.038
14 H 1.7717 -3.1931 1.0945  0.082

# 3
Entry from OMol25: 2 unconnected molecules or ions with the total composition C5H7NO at a distorted geometry (ωB97M-V/def2-TZVPD).

The value obtained for the HOMO-LUMO gap is 8.32 eV. The calculation puts the largest force on an atom at 1.069 eV Å⁻¹. The lowest unoccupied orbital energy comes out at 0.36 eV. The value obtained for the HOMO energy is -7.961 eV.

Each line ends with the Löwdin charge.
Atoms and positions in Å:
1 O 1.2985 0.6805 1.9786  0.089
2 C 1.5802 1.3365 1.0587  0.013
3 C 0.4459 0.9150 -0.7551  -0.187
4 C 0.0883 -0.4741 -1.0945  -0.261
5 C -0.2123 -1.3038 0.1501  -0.125
6 C -1.2542 -0.2143 0.4821  -0.172
7 N -0.9715 0.5405 -0.7821  -0.040
8 H 1.6092 1.7995 0.0643  0.074
9 H 0.6660 1.5373 -1.6331  0.096
10 H 0.1921 -0.8856 -2.0978  0.123
11 H 0.6148 -1.4531 0.8491  0.089
12 H -0.6675 -2.2711 -0.0754  0.101
13 H -1.1054 0.3730 1.3918  0.095
14 H -2.2839 -0.5802 0.4631  0.105

# 4
Entry from OMol25: a single C5H7NO molecule (ωB97M-V/def2-TZVPD).

The value obtained for the HOMO-LUMO gap is 9.51 eV. The SMILES is C=C=C(O)[C@H]1CN1. The calculation puts the largest force on an atom at 0.418 eV Å⁻¹. The lowest unoccupied orbital energy comes out at 0.75 eV. The value obtained for the HOMO energy is -8.758 eV.

Each line ends with the Löwdin charge.
Atoms and positions in Å:
1 O 1.6771 -1.2943 0.8167  0.034
2 C -1.3304 -0.8266 1.9847  0.009
3 C -0.5155 -0.5947 0.9834  -0.032
4 C 0.5982 -0.6147 0.2844  -0.310
5 C 1.0326 0.0115 -0.9910  -0.268
6 C 0.2873 1.0356 -1.7481  -0.139
7 N 1.4771 1.4130 -0.9907  0.033
8 H 1.3429 -1.8094 1.5644  0.108
9 H -1.9442 -1.7270 2.0259  0.060
10 H -1.3915 -0.1455 2.8343  0.060
11 H 1.7057 -0.6504 -1.5328  0.141
12 H -0.6935 1.3525 -1.4005  0.106
13 H 0.4222 1.0623 -2.8279  0.101
14 H 1.1991 1.8420 -0.1098  0.097

# 5
Entry from OMol25: a single C5H7NO molecule at a distorted geometry (ωB97M-V/def2-TZVPD).

The value obtained for the HOMO-LUMO gap is 8.95 eV. The SMILES is Cc1cocc1N. The calculation puts the largest force on an atom at 1.394 eV Å⁻¹. The lowest unoccupied orbital energy comes out at 0.93 eV. The value obtained for the HOMO energy is -8.016 eV.

Each line ends with the Löwdin charge.
Atoms and positions in Å:
1 C 0.0415 0.2890 1.8123  -0.045
2 C 0.3827 0.3815 0.3627  -0.222
3 C 1.5824 0.6315 -0.2277  -0.084
4 O 1.5965 0.2633 -1.5236  -0.005
5 C 0.3450 -0.2248 -1.7883  -0.096
6 C -0.4507 -0.0886 -0.6986  -0.310
7 N -1.8255 -0.3240 -0.6956  0.106
8 H 0.9414 0.3332 2.4334  0.079
9 H -0.4166 -0.6914 2.0070  0.081
10 H -0.6660 1.0558 2.1333  0.078
11 H 2.5051 1.0509 0.1454  0.130
12 H 0.2707 -1.1055 -2.3774  0.118
13 H -2.1619 -0.9458 0.0262  0.084
14 H -2.1445 -0.6250 -1.6092  0.087

# 6
Entry from OMol25: a single C5H7NO molecule at a distorted geometry (ωB97M-V/def2-TZVPD).

The value obtained for the HOMO-LUMO gap (alpha / beta) is 7.98 / 7.94 eV. The calculation puts the largest force on an atom at 3.369 eV Å⁻¹. The lowest unoccupied orbital energy (alpha / beta) comes out at -0.92 / -0.26 eV. The value obtained for the HOMO energy (alpha / beta) is -8.893 / -8.193 eV.

Each line ends with the Löwdin charge.
Atoms and positions in Å:
1 C -1.9078 0.2868 -0.1831  -0.027
2 C -0.7287 -0.6127 0.3521  -0.406
3 C -0.8338 -1.8958 0.3725  0.218
4 O 1.2159 -0.7987 -1.1228  0.043
5 C 1.3735 0.1287 -0.3116  -0.561
6 N 2.5162 0.8441 -0.1265  0.150
7 C 0.2543 0.3445 0.4647  -0.033
8 H -1.9766 1.1932 0.4198  0.077
9 H -2.8062 -0.3161 -0.1061  0.069
10 H -1.7445 0.5042 -1.2435  0.095
11 H -1.6673 -2.5232 0.1255  0.048
12 H 3.3547 0.3632 -0.4196  0.105
13 H 2.7120 1.2834 0.7642  0.100
14 H 0.2634 1.2619 1.0166  0.123

In g/mol, the M values for the records above are, in order, 97.1 97.1 97.1 97.1 97.1 97.1.
In kJ/mol, the relative energy (zero: lowest compared OMol25 entry of this formula, charge and spin) values for the records above are, in order, 203.6 528.8 649.1 332.0 137.1 501.7.
In eV, the DFT total energy values for the records above are, in order, -8834.0930 -8830.7218 -8829.4749 -8832.7624 -8834.7814 -8831.0033.